2 unconnected molecules or ions with the total composition C5H10Cl2Si at a distorted geometry, computed with ωB97M-V/def2-TZVPD.

Calculated values
**Gap between HOMO and LUMO**: 0.346 Eh
**Energy relative to the best compared isomer or geometry (same formula, charge and spin)**: 127.58 kcal/mol

Geometry as XYZ:
```
18
Properties=species:S:1:pos:R:3:mulliken_charge:R:1
C -0.19 -0.48 -1.20 -0.94
C -0.24 0.66 -0.59 0.94
C -0.18 1.96 -1.36 -1.09
C -0.36 0.68 1.00 -0.88
C 1.23 -3.08 0.91 -0.54
Si -0.41 -2.71 0.02 0.48
Cl 0.72 -4.30 2.23 -0.23
Cl -0.60 -4.09 -1.40 -0.23
H 0.08 -0.67 -2.21 0.33
H 0.55 2.56 -0.83 0.29
H 0.12 1.81 -2.45 0.30
H -1.12 2.51 -1.30 0.27
H -0.16 -0.33 1.20 -0.04
H -1.41 0.81 1.28 0.28
H 0.23 1.38 1.43 0.43
H 2.12 -3.64 0.42 0.35
H 1.79 -2.46 1.55 0.33
H -1.79 -2.61 0.65 -0.06
```



A single C5H10ClN molecule at a distorted geometry, computed with ωB97M-V/def2-TZVPD.

Calculated values
**SMILES**: C[C@H]1[C@@H](CCl)N1C
**Gap between HOMO and LUMO**: 0.360 Eh
**Energy relative to the best compared isomer or geometry (same formula, charge and spin)**: 42.32 kcal/mol

Geometry as XYZ:
```
17
Properties=species:S:1:pos:R:3:mulliken_charge:R:1
C 0.12 -0.10 -1.69 -1.19
C 0.28 -1.07 -0.54 0.00
C 0.85 -0.40 0.73 -0.37
C 1.07 1.06 0.89 -0.48
C -1.77 -0.27 0.59 -0.68
H 1.04 0.09 -2.24 0.31
H -0.33 0.81 -1.34 0.32
H -0.71 -0.60 -2.19 0.35
H 0.64 -2.05 -0.77 0.42
H 1.50 -0.99 1.34 0.38
H 0.27 1.74 0.44 0.23
H 1.13 1.22 1.98 0.40
H -2.47 -0.80 -0.06 0.29
H -2.16 -0.13 1.64 0.27
H -1.70 0.87 0.26 0.22
N -0.51 -0.98 0.63 -0.23
Cl 2.75 1.60 0.31 -0.22
```



A molecular structure, C5H10ClNO2 at a distorted geometry, computed with ωB97M-V/def2-TZVPD.

Calculated values
**Gap between HOMO and LUMO**: 0.334 Eh
**Energy relative to the best compared isomer or geometry (same formula, charge and spin)**: 140.37 kcal/mol

Geometry as XYZ:
```
19
Properties=species:S:1:pos:R:3:mulliken_charge:R:1
C 0.04 -0.95 0.42 0.50
C -1.08 -0.19 -0.30 0.12
C 0.08 -0.71 1.92 -0.60
C 1.56 -0.63 2.28 -0.50
C 2.29 -0.97 0.99 -0.63
H -0.51 2.67 -0.96 0.21
H 1.58 -0.90 -0.95 0.22
H -0.10 -2.02 0.21 0.27
H -0.40 -1.53 2.46 0.32
H -0.43 0.22 2.22 0.28
H 1.80 0.39 2.60 0.27
H 1.82 -1.30 3.09 0.30
H 2.45 -2.05 0.91 0.32
H 3.26 -0.48 0.93 0.33
H -1.65 0.42 -1.94 0.45
N 1.37 -0.51 -0.04 -0.48
O -2.11 0.24 0.20 -0.59
O -0.88 -0.09 -1.63 -0.28
Cl -0.64 1.62 -1.69 -0.50
```



A single C5H10ClNO3S molecule at a distorted geometry, computed with ωB97M-V/def2-TZVPD.

Calculated values
**Gap between HOMO and LUMO**: 0.347 Eh
**Energy relative to the best compared isomer or geometry (same formula, charge and spin)**: 20.71 kcal/mol

Geometry as XYZ:
```
21
Properties=species:S:1:pos:R:3:mulliken_charge:R:1
C -0.25 -0.10 1.31 0.88
C 0.73 -1.07 -1.66 -0.95
C -2.26 0.08 0.11 -1.12
C 0.16 0.32 -2.04 -0.47
C -0.15 1.17 -0.72 -0.74
N -0.89 0.50 0.29 0.07
O -0.86 -0.87 2.06 -0.71
O 1.08 0.09 1.64 -0.42
O 3.11 -1.10 2.72 -0.41
S 1.87 -0.54 3.18 0.71
Cl 2.43 1.34 3.78 -0.14
H 0.83 -1.61 -2.57 0.37
H 1.68 -1.11 -1.07 0.26
H 0.06 -1.46 -0.90 0.21
H -2.57 -0.06 -0.87 0.40
H -2.32 -0.96 0.60 0.32
H -2.89 0.65 0.72 0.37
H -0.68 0.30 -2.65 0.40
H 0.86 0.93 -2.82 0.29
H 0.86 1.48 -0.22 0.29
H -0.81 2.02 -0.88 0.39
```



A single C5H10ClNO4 molecule at a distorted geometry, computed with ωB97M-V/def2-TZVPD.

Calculated values
**SMILES**: C[C@H](O)C(Cl)([C@H](C)O)[N+](=O)[O-]
**Gap between HOMO and LUMO**: 0.378 Eh
**Energy relative to the best compared isomer or geometry (same formula, charge and spin)**: 129.46 kcal/mol

Geometry as XYZ:
```
21
Properties=species:S:1:pos:R:3:mulliken_charge:R:1
C 1.07 -0.35 1.76 -1.60
C 0.92 -0.46 -1.96 -1.42
C 0.72 0.79 0.82 -0.09
C -0.31 -0.69 -1.08 -0.03
C -0.49 0.40 -0.05 0.29
N -1.68 -0.02 0.78 1.06
O -2.27 0.85 1.31 -0.59
O -1.86 -1.21 1.00 -0.56
O 0.39 1.88 1.51 -0.50
O -1.45 -0.75 -1.86 -0.61
Cl -0.82 2.13 -1.03 -0.21
H 0.21 -0.52 2.42 0.40
H 1.90 -0.07 2.37 0.42
H 1.23 -1.20 1.26 0.46
H 0.71 0.31 -2.78 0.28
H 1.79 -0.42 -1.27 0.36
H 0.99 -1.40 -2.41 0.45
H 1.53 0.99 0.18 0.55
H -0.37 -1.68 -0.61 0.57
H 0.05 2.51 0.96 0.38
H -2.26 -1.10 -1.34 0.38
```



A molecular structure, C5H10CuNO10P2 at a distorted geometry, computed with ωB97M-V/def2-TZVPD.

Calculated values
**Multiplicity**: 2
**Net charge**: -1
**Gap between HOMO and LUMO (spin up / spin down)**: 0.321 / 0.316 Eh

Geometry as XYZ:
```
29
Properties=species:S:1:pos:R:3:mulliken_spin:R:1
Cu 1.73 -1.08 0.79 0.74
C -2.35 0.46 -1.68 0.00
C -1.27 -0.42 -1.09 0.00
O -1.45 -1.77 -1.46 0.00
P -1.47 -0.54 0.75 -0.01
O -2.23 0.71 1.41 0.00
O -2.79 -1.46 0.82 0.00
O -0.41 -1.22 1.52 -0.01
P 0.43 0.03 -1.70 -0.02
O 0.26 -0.60 -3.21 0.01
O 0.75 1.46 -1.85 0.00
O 1.39 -0.94 -1.05 0.05
H -3.32 0.19 -1.26 0.00
H -2.37 0.34 -2.76 0.00
H -2.13 1.49 -1.44 0.00
H -0.56 -2.13 -1.62 0.00
H -1.67 1.48 1.37 0.00
H -2.51 -2.36 0.63 0.00
H 0.50 0.11 -3.79 0.00
C 1.94 3.07 1.62 0.01
O 2.25 1.68 1.46 -0.02
C 1.30 0.86 1.03 0.21
O 0.17 1.28 0.79 0.01
H 2.58 3.44 2.42 0.00
H 0.89 3.18 1.88 0.00
H 2.15 3.60 0.69 0.00
O 2.92 -4.53 2.62 0.01
C 2.70 -3.61 1.92 0.00
N 2.57 -2.71 1.18 0.01
```



A single C5H10F3N3 molecule at a distorted geometry, computed with ωB97M-V/def2-TZVPD.

Calculated values
**SMILES**: [H]/N=C/[C@H]([C@@H](N)NC)C(F)(F)F
**Gap between HOMO and LUMO**: 0.360 Eh
**Energy relative to the best compared isomer or geometry (same formula, charge and spin)**: 25.10 kcal/mol

Geometry as XYZ:
```
21
Properties=species:S:1:pos:R:3:mulliken_charge:R:1
C 0.82 1.88 1.78 -0.44
C -0.42 -2.23 -0.82 -0.84
C 1.29 0.85 0.90 -0.24
C 0.04 -0.03 0.31 -0.40
C 2.34 0.01 1.65 0.81
N 0.65 3.06 1.47 -0.61
N -0.79 0.83 -0.54 -0.70
N 0.49 -1.09 -0.44 -0.23
F 3.01 0.71 2.55 -0.28
F 3.21 -0.53 0.79 -0.28
F 1.76 -0.95 2.31 -0.29
H 0.61 1.61 2.75 0.57
H -1.16 -2.47 -0.03 0.31
H -1.00 -2.02 -1.79 0.29
H 0.23 -3.20 -0.87 0.26
H 1.78 1.17 0.01 0.41
H -0.49 -0.38 1.24 0.48
H 0.26 3.70 2.17 0.27
H -1.74 1.00 -0.04 0.28
H -0.29 1.77 -0.60 0.32
H 0.89 -0.74 -1.36 0.30
```



2 unconnected molecules or ions with the total composition C5H10F3NO at a distorted geometry, computed with ωB97M-V/def2-TZVPD.

Calculated values
**Gap between HOMO and LUMO (spin up / spin down)**: 0.244 / 0.339 Eh
**Energy relative to the best compared isomer or geometry (same formula, charge and spin)**: 116.25 kcal/mol

Geometry as XYZ:
```
20
Properties=species:S:1:pos:R:3:mulliken_charge:R:1
C -2.37 -0.40 0.82 -1.17
C -0.30 -1.82 1.17 -1.07
C -1.10 -0.62 1.54 -0.10
C 1.13 1.00 -0.37 -0.19
C 0.65 1.58 -1.66 0.86
N 1.41 -0.40 -0.47 -0.45
O 1.87 1.86 0.34 -0.45
F -0.20 0.78 -2.35 -0.28
F 0.02 2.76 -1.51 -0.23
F 1.72 1.64 -2.64 -0.30
H -2.38 -0.98 0.00 0.43
H -3.29 -0.36 1.43 0.32
H -2.47 0.56 0.40 0.34
H 0.57 -1.55 0.45 0.31
H 0.34 -2.22 2.11 0.28
H -0.78 -2.56 0.71 0.47
H -0.51 0.15 2.12 0.35
H 0.76 -0.81 -1.12 0.33
H 2.32 -0.63 -0.78 0.19
H 2.63 2.03 -0.20 0.37
```



Sequential total energy output: -1406.31833; -711.38802; -861.72969; -1335.31169; -1012.26796; -3327.18745; -660.34150; -625.92985 hartree